Record 1
Entry from OMol25: 4 unconnected molecules or ions with the total composition C16H33FNO10PS4 (ωB97M-V/def2-TZVPD).

Cartesian coordinates (Å):
C -1.685 -0.851 3.703
C -1.662 0.643 4.122
C -2.998 1.246 4.569
O -3.046 2.382 4.824
O -4.177 0.502 4.741
C -4.821 0.186 3.531
P -4.905 1.567 2.230
N -4.366 0.984 0.857
S -6.573 -0.228 4.009
O -7.476 0.017 2.948
O -6.842 0.463 5.208
F -6.528 -1.779 4.384
H -2.488 -1.130 3.012
H -1.639 -1.471 4.610
H -0.735 -1.037 3.154
H -1.261 1.316 3.349
H -0.976 0.728 4.983
H -4.440 -0.733 3.052
H -4.153 2.705 2.596
H -6.233 1.996 1.980
H -4.055 0.021 0.951
C 1.570 -3.007 -1.190
C 0.444 -2.450 -2.068
C -0.690 -2.007 -1.137
S 0.086 -1.568 0.417
O -0.353 -2.499 1.431
O 0.006 -0.135 0.611
C 1.752 -2.000 -0.063
H 2.491 -3.146 -1.751
H 1.274 -3.977 -0.781
H 0.812 -1.591 -2.629
H 0.092 -3.187 -2.790
H -1.225 -1.138 -1.522
H -1.391 -2.819 -0.948
H 2.290 -2.405 0.792
H 2.240 -1.092 -0.420
C -0.837 3.686 -2.110
C -1.575 3.697 -3.454
C -1.408 2.307 -4.079
S -1.209 1.166 -2.709
O 0.122 0.609 -2.768
O -2.381 0.332 -2.609
C -1.256 2.393 -1.415
H -1.082 4.560 -1.507
H 0.242 3.686 -2.282
H -2.635 3.900 -3.286
H -1.195 4.474 -4.118
H -2.280 2.018 -4.663
H -0.512 2.249 -4.697
H -0.588 2.100 -0.607
H -2.283 2.452 -1.052
C 6.486 0.105 -0.670
C 5.763 0.103 -2.022
C 5.889 -1.307 -2.608
S 6.035 -2.421 -1.208
O 7.342 -3.024 -1.233
O 4.834 -3.211 -1.099
C 6.017 -1.154 0.053
H 6.265 1.002 -0.093
H 7.567 0.063 -0.829
H 4.708 0.347 -1.870
H 6.176 0.849 -2.701
H 5.014 -1.582 -3.194
H 6.788 -1.411 -3.214
H 6.665 -1.445 0.877
H 4.989 -1.047 0.402

Properties
- SMILES = CCC(=O)O[C@H]([PH2]=N)S(=O)(=O)F.O=S1(=O)CCCC1.O=S1(=O)CCCC1.O=S1(=O)CCCC1
- frontier orbital gap (eV) = 9.21

---

Record 2
Entry from OMol25: 11 unconnected molecules or ions with the total composition C26H84NO34P8 (ωB97M-V/def2-TZVPD).

Cartesian coordinates (Å):
N -0.724 -1.066 -0.259
H -1.051 -2.019 -0.328
H -1.490 -0.412 -0.183
H -0.131 -0.842 -1.045
H -0.130 -0.964 0.551
C 4.219 -3.961 -0.586
O 3.091 -4.854 -0.401
P 1.645 -4.350 -0.840
O 1.412 -2.877 -0.882
O 1.462 -5.066 -2.237
C 0.180 -5.222 -2.856
O 0.625 -5.098 0.146
C 0.479 -4.646 1.524
H 4.837 -4.494 -1.309
H 4.777 -3.901 0.348
H 4.092 -2.935 -0.932
H -0.466 -5.869 -2.262
H 0.360 -5.660 -3.838
H -0.314 -4.256 -2.956
H 0.251 -5.525 2.128
H -0.356 -3.963 1.685
H 1.409 -4.193 1.867
C 7.088 1.816 -2.193
O 7.195 0.514 -1.601
P 5.949 0.039 -0.649
O 6.232 -1.223 0.072
O 5.740 1.231 0.386
C 6.826 1.672 1.195
O 4.675 0.096 -1.671
C 3.375 -0.262 -1.241
H 7.814 2.449 -1.683
H 6.096 2.268 -2.183
H 7.518 1.782 -3.194
H 6.688 1.563 2.270
H 6.918 2.723 0.917
H 7.832 1.283 1.033
H 3.087 -1.161 -1.785
H 2.583 0.472 -1.394
H 3.221 -0.481 -0.184
C -3.779 -1.727 2.472
O -4.648 -0.696 2.041
P -4.529 -0.137 0.566
O -3.137 -0.005 0.093
O -5.453 -1.081 -0.362
C -5.882 -0.685 -1.644
O -5.407 1.215 0.700
C -6.668 1.259 1.308
H -4.304 -2.636 2.764
H -3.334 -1.449 3.427
H -3.017 -2.032 1.754
H -6.970 -0.731 -1.615
H -5.573 -1.394 -2.412
H -5.589 0.328 -1.920
H -6.964 0.282 1.691
H -7.359 1.631 0.551
H -6.551 1.958 2.136
C -0.564 -2.661 -6.273
O -0.076 -2.493 -4.945
P -0.176 -1.017 -4.253
O -0.130 -1.021 -2.794
O 0.989 -0.093 -4.961
C 2.369 -0.366 -4.772
O -1.582 -0.510 -4.795
C -1.971 0.873 -4.805
H 0.282 -2.459 -6.930
H -1.461 -2.093 -6.517
H -0.944 -3.680 -6.350
H 2.549 -1.190 -4.082
H 2.823 0.506 -4.303
H 2.859 -0.565 -5.726
H -1.181 1.461 -4.337
H -2.886 0.960 -4.219
H -2.215 1.127 -5.836
C -3.613 -3.723 -3.116
O -4.240 -3.581 -1.849
P -3.487 -4.151 -0.497
O -2.176 -3.511 -0.206
O -3.316 -5.760 -0.659
C -3.019 -6.600 0.492
O -4.638 -3.969 0.609
C -5.873 -4.630 0.636
H -2.678 -4.283 -3.128
H -3.477 -2.720 -3.520
H -4.211 -4.259 -3.853
H -2.346 -7.425 0.258
H -3.917 -7.009 0.955
H -2.510 -6.022 1.263
H -5.739 -5.682 0.887
H -6.360 -4.587 -0.338
H -6.530 -4.095 1.322
C 5.023 4.329 3.048
O 4.261 4.272 1.856
P 2.897 5.018 1.662
O 2.024 5.210 2.847
O 2.201 4.156 0.516
C 2.952 3.745 -0.633
O 3.326 6.369 0.867
C 4.286 7.306 1.398
H 6.024 4.719 2.867
H 5.030 3.293 3.388
H 4.565 4.898 3.858
H 3.120 2.669 -0.610
H 3.952 4.174 -0.690
H 2.371 3.868 -1.547
H 5.239 6.998 0.970
H 4.392 7.209 2.479
H 3.919 8.313 1.202
C -1.149 4.499 3.839
O -2.459 4.364 3.373
P -2.782 3.143 2.292
O -1.802 2.991 1.214
O -2.964 1.807 3.219
C -1.792 1.169 3.703
O -4.285 3.459 1.806
C -4.577 4.795 1.270
H -0.363 3.876 3.412
H -1.274 4.243 4.891
H -0.733 5.502 3.745
H -1.043 1.854 4.101
H -1.205 0.695 2.916
H -2.066 0.584 4.580
H -5.140 5.393 1.986
H -5.188 4.602 0.388
H -3.730 5.330 0.840
C 3.437 -2.304 2.601
O 2.494 -1.975 3.636
P 1.317 -0.821 3.290
O 0.535 -1.114 2.061
O 0.495 -0.793 4.655
C 1.033 -0.241 5.871
O 2.153 0.551 3.317
C 1.962 1.464 2.269
H 4.326 -1.781 2.954
H 3.170 -2.053 1.575
H 3.746 -3.349 2.571
H 1.489 -1.066 6.418
H 0.154 0.122 6.403
H 1.692 0.608 5.687
H 1.773 0.985 1.308
H 2.863 2.069 2.169
H 1.148 2.122 2.574
C -3.443 2.786 -1.894
O -3.195 3.249 -3.197
H -2.559 2.841 -1.259
H -4.208 3.475 -1.538
H -3.848 1.775 -1.856
H -2.833 4.138 -3.163
C -0.101 2.213 -1.634
O -0.131 1.577 -0.333
H -0.406 3.259 -1.646
H 0.871 2.096 -2.113
H -0.722 1.716 -2.379
H -0.646 2.120 0.268

Properties
- frontier orbital gap (eV) = 10.56
- net charge = +1